C6H6O2 | ωB97M-V with the def2-TZVPD basis set

Each line ends with the natural charge from an NBO analysis.
Cartesian coordinates (Å):
C: 0.189 -1.517 0.813  -0.30
C: -0.280 -1.015 1.940  0.08
C: 0.256 -0.410 -0.179  -0.18
C: -0.287 0.621 0.511  0.17
C: -0.751 2.551 -0.142  0.51
C: 0.678 -0.560 -1.586  -0.62
O: -1.254 3.343 0.548  -0.45
O: -0.649 0.300 1.780  -0.43
H: 0.302 -2.565 0.410  0.23
H: -0.209 -1.536 2.824  0.20
H: -0.311 2.512 -1.124  0.15
H: 0.185 -1.470 -1.996  0.22
H: 0.349 0.345 -2.123  0.21
H: 1.780 -0.598 -1.676  0.22

Its spin multiplicity is 1. For the LUMO energy, the calculation gives 0.521 eV. Its total charge is 0. Its gap between HOMO and LUMO is 0.33744 Ha. The calculation puts the energy at -10410.4094 eV. As for the energy above the lowest of the compared OMol25 structures with the same formula, charge and spin: 289.45 kJ/mol.



C21H24N2O4 | ωB97M-V with the def2-TZVPD basis set

Each line ends with the natural charge from an NBO analysis.
Cartesian coordinates (Å):
C: 10.521 -0.069 -1.281  -0.60
C: 9.451 0.387 -0.297  -0.39
C: 8.053 -0.035 -0.745  -0.39
C: 6.979 0.422 0.237  -0.41
C: 5.586 -0.003 -0.212  -0.06
O: 4.661 0.465 0.750  -0.49
C: 3.343 0.201 0.583  0.32
C: 2.797 -0.505 -0.486  -0.31
C: 1.431 -0.716 -0.554  -0.18
C: 0.599 -0.235 0.444  0.16
C: 1.135 0.469 1.516  -0.19
C: 2.493 0.688 1.580  -0.26
H: 2.928 1.234 2.401  0.23
H: 0.489 0.849 2.291  0.23
N: -0.802 -0.466 0.376  -0.50
C: -1.736 0.513 0.628  0.72
O: -1.507 1.673 0.844  -0.57
C: -3.120 -0.142 0.576  -0.16
N: -4.032 0.722 -0.133  -0.15
C: -5.386 0.410 -0.239  0.23
C: -6.013 -0.449 0.663  -0.30
C: -7.377 -0.662 0.588  -0.18
C: -8.140 -0.040 -0.384  -0.25
C: -7.521 0.808 -1.286  -0.18
C: -6.161 1.034 -1.217  -0.28
H: -5.685 1.690 -1.929  0.23
H: -8.101 1.299 -2.054  0.21
H: -9.204 -0.216 -0.439  0.21
H: -7.845 -1.329 1.298  0.21
H: -5.452 -0.955 1.433  0.21
O: -3.446 1.226 -1.319  -0.57
H: -3.099 2.103 -1.094  0.49
C: -2.853 -1.517 -0.046  -0.53
C: -1.355 -1.695 0.033  0.71
O: -0.728 -2.699 -0.162  -0.55
H: -3.369 -2.343 0.440  0.25
H: -3.144 -1.511 -1.100  0.26
H: -3.475 -0.222 1.609  0.24
H: 1.017 -1.264 -1.385  0.23
H: 3.421 -0.893 -1.274  0.22
H: 5.359 0.429 -1.197  0.17
H: 5.532 -1.098 -0.289  0.17
H: 7.171 -0.001 1.225  0.21
H: 6.998 1.509 0.332  0.21
H: 8.019 -1.123 -0.839  0.19
H: 7.848 0.389 -1.731  0.19
H: 9.657 -0.038 0.687  0.20
H: 9.485 1.474 -0.202  0.20
H: 11.507 0.241 -0.944  0.21
H: 10.344 0.360 -2.264  0.20
H: 10.516 -1.153 -1.375  0.20

Its spin multiplicity is 1. Its structure (SMILES) is CCCCCOc1ccc(N2C(=O)C[C@H](N(O)c3ccccc3)C2=O)cc1. For the LUMO energy, the calculation gives 0.652 eV. Its total charge is 0. Its gap between HOMO and LUMO is 0.32411 Ha. The calculation puts the energy at -33336.1611 eV. As for the energy above the lowest of the compared OMol25 structures with the same formula, charge and spin: 306.61 kJ/mol.